# C73H60B2FN2O13

A cluster of 5 separate species, C73H60B2FN2O13 in total in a non-equilibrium geometry (the ωB97M-V functional and the def2-TZVPD basis, the OMol25 dataset).

## Properties
electronic energy = -110325.6034 eV

```
! wB97M-V def2-TZVPD RIJCOSX def2/J DEFGRID3
* xyz 1 1
C -6.443 -9.893 -9.797
C -5.265 -9.259 -9.314
C -3.963 -8.222 -9.200
N -4.393 -6.782 -9.370
C -4.840 -6.398 -10.797
F -4.765 -7.453 -11.876
C -5.397 -4.921 -11.235
C -5.837 -4.718 -12.824
C -4.736 -3.753 -13.607
C -3.889 -4.527 -14.778
C -3.013 -5.829 -14.223
O -1.630 -5.771 -14.796
C -5.479 -3.765 -10.075
C -6.084 -2.304 -10.504
B -7.711 -2.286 -10.094
O -8.346 -3.297 -9.223
O -8.491 -1.170 -10.735
C -4.967 -4.186 -8.551
B -5.072 -3.007 -7.366
O -4.780 -1.569 -7.596
O -5.433 -3.362 -5.947
C -4.354 -2.794 -5.073
C -4.828 -1.430 -4.297
C -4.416 -5.734 -8.237
C -3.917 -6.103 -6.710
C -5.194 -6.566 -5.734
N -4.879 -6.078 -4.338
H -7.421 -10.465 -10.173
H -3.374 -8.461 -8.221
H -3.223 -8.461 -10.101
H -6.918 -4.264 -12.866
H -5.867 -5.725 -13.420
H -4.042 -3.264 -12.769
H -5.319 -2.866 -14.146
H -4.530 -4.822 -15.729
H -3.082 -3.744 -15.175
H -3.557 -6.839 -14.494
H -2.940 -5.696 -13.055
H -1.177 -6.662 -14.688
H -6.085 -2.182 -11.692
H -5.499 -1.378 -10.094
H -7.932 -3.172 -8.315
H -9.457 -1.421 -10.820
H -5.691 -1.180 -7.842
H -4.052 -3.572 -4.219
H -3.348 -2.643 -5.699
H -3.911 -0.796 -3.876
H -5.523 -0.788 -4.988
H -5.431 -1.781 -3.331
H -3.403 -5.185 -6.146
H -3.144 -6.979 -6.644
H -5.327 -7.728 -5.676
H -6.221 -6.100 -6.118
H -4.375 -6.794 -3.763
H -5.728 -5.715 -3.842
C -6.423 1.561 -0.747
C -6.741 2.280 0.405
C -5.865 2.279 1.492
C -4.673 1.548 1.432
C -4.367 0.809 0.289
C -5.239 0.826 -0.808
C -3.137 -0.006 0.233
O -2.865 -0.652 -0.771
C -2.243 -0.038 1.408
C -1.103 -0.852 1.390
C -0.245 -0.878 2.492
C -0.517 -0.087 3.608
C -1.655 0.720 3.630
C -2.525 0.737 2.532
C -3.745 1.567 2.580
O -3.987 2.260 3.561
H -7.101 1.569 -1.598
H -7.670 2.843 0.457
H -6.117 2.847 2.386
H -5.000 0.262 -1.708
H -0.881 -1.471 0.522
H 0.637 -1.515 2.478
H 0.155 -0.102 4.463
H -1.864 1.332 4.507
C 6.983 -4.132 5.196
C 5.807 -4.512 4.549
C 4.895 -3.542 4.132
C 5.153 -2.187 4.373
C 6.316 -1.809 5.041
C 7.240 -2.783 5.443
C 6.575 -0.386 5.345
O 7.599 -0.053 5.929
C 5.579 0.626 4.942
C 5.784 1.972 5.275
C 4.854 2.938 4.887
C 3.724 2.566 4.159
C 3.514 1.226 3.831
C 4.439 0.253 4.233
C 4.190 -1.167 3.912
O 3.195 -1.495 3.277
H 7.698 -4.888 5.513
H 5.601 -5.565 4.367
H 3.981 -3.846 3.623
H 8.157 -2.494 5.954
H 6.666 2.271 5.840
H 5.012 3.981 5.151
H 3.002 3.319 3.850
H 2.627 0.942 3.267
C 2.453 6.824 5.255
C 2.218 7.945 6.051
C 1.000 8.086 6.717
C 0.008 7.108 6.578
C 0.233 5.999 5.763
C 1.464 5.851 5.109
C -0.824 4.986 5.569
O -0.625 4.010 4.856
C -2.127 5.171 6.239
C -3.158 4.248 6.018
C -4.388 4.408 6.659
C -4.589 5.481 7.527
C -3.566 6.404 7.744
C -2.335 6.254 7.092
C -1.271 7.256 7.300
O -1.449 8.201 8.059
H 3.406 6.710 4.743
H 2.985 8.710 6.154
H 0.825 8.961 7.341
H 1.652 4.981 4.482
H -3.008 3.406 5.345
H -5.189 3.693 6.482
H -5.545 5.601 8.032
H -3.732 7.242 8.420
C 11.034 2.648 5.820
C 9.940 2.014 6.409
C 9.417 2.497 7.610
C 9.997 3.611 8.229
C 11.105 4.230 7.652
C 11.618 3.754 6.439
C 11.755 5.374 8.323
O 12.727 5.920 7.815
C 11.223 5.845 9.617
C 11.865 6.892 10.291
C 11.361 7.353 11.509
C 10.212 6.777 12.051
C 9.574 5.731 11.384
C 10.087 5.257 10.169
C 9.425 4.126 9.490
O 8.418 3.617 9.968
H 11.436 2.277 4.880
H 9.493 1.144 5.933
H 8.560 2.001 8.061
H 12.475 4.240 5.975
H 12.761 7.349 9.873
H 11.863 8.163 12.034
H 9.814 7.141 12.997
H 8.680 5.283 11.816
*
```


# C74H140N6O53

A cluster of 23 separate species, C74H140N6O53 in total in a non-equilibrium geometry (the ωB97M-V functional and the def2-TZVPD basis, the OMol25 dataset).

## Properties
electronic energy = -196452.1385 eV

```
! wB97M-V def2-TZVPD RIJCOSX def2/J DEFGRID3
* xyz 0 1
C 1.012 -0.367 -3.790
N -0.252 -1.174 -3.649
O -0.641 -1.489 -2.532
O -0.795 -1.466 -4.672
H 0.952 0.361 -4.596
H 1.745 -1.061 -4.166
H 1.398 0.084 -2.845
C -0.715 3.236 -4.147
N -1.773 2.410 -3.326
O -2.140 1.314 -3.876
O -2.087 2.834 -2.264
H -0.057 3.403 -3.333
H -1.139 4.148 -4.619
H -0.287 2.579 -4.913
C -4.541 -0.885 -2.686
N -4.352 -0.534 -1.258
O -4.811 0.573 -0.951
O -3.838 -1.249 -0.444
H -3.590 -1.432 -2.929
H -4.707 0.027 -3.219
H -5.358 -1.618 -2.812
C -1.373 3.516 3.747
N -2.627 3.812 4.435
O -3.173 4.839 4.060
O -3.019 3.021 5.305
H -1.138 2.471 3.843
H -0.525 4.122 4.141
H -1.517 3.809 2.646
C 3.303 -2.011 2.663
N 2.799 -1.700 4.035
O 1.943 -2.414 4.483
O 3.399 -0.858 4.629
H 2.538 -2.317 1.897
H 3.961 -2.821 2.882
H 3.909 -1.200 2.318
C 7.564 -0.449 0.089
N 6.502 -1.389 0.290
O 5.556 -1.211 0.988
O 6.658 -2.437 -0.314
H 7.111 0.115 -0.790
H 8.412 -1.051 -0.247
H 7.671 0.213 0.969
O -0.568 -6.023 4.486
C -0.263 -7.060 3.904
O 0.606 -6.984 2.864
C 1.228 -5.691 2.555
C 1.709 -5.716 1.136
C -0.912 -8.433 4.039
H 2.006 -5.500 3.331
H 0.493 -4.910 2.663
H 0.901 -6.042 0.435
H 2.496 -6.359 0.810
H 1.957 -4.765 0.727
H -1.494 -8.492 4.940
H -0.133 -9.250 3.964
H -1.506 -8.485 3.106
O 3.715 -3.866 5.905
C 3.604 -3.459 7.014
O 2.413 -3.642 7.756
C 1.589 -4.658 7.190
C 0.430 -4.839 8.200
C 4.567 -2.630 7.767
H 2.193 -5.586 7.040
H 1.135 -4.395 6.219
H 0.850 -5.197 9.161
H -0.277 -5.600 7.831
H -0.087 -3.858 8.307
H 4.600 -2.932 8.857
H 4.205 -1.630 7.722
H 5.545 -2.723 7.241
O 0.558 5.654 0.175
C 0.885 6.804 0.240
O 1.372 7.469 -0.832
C 1.536 6.635 -2.104
C 2.276 7.468 -3.158
C 0.907 7.730 1.466
H 0.513 6.458 -2.471
H 2.076 5.737 -1.743
H 3.335 7.557 -2.817
H 1.788 8.400 -3.223
H 2.290 6.951 -4.127
H 0.583 7.194 2.352
H 0.320 8.557 1.385
H 1.869 8.201 1.499
O 6.119 1.196 -2.946
C 5.019 1.637 -2.759
O 4.036 1.475 -3.679
C 4.366 0.964 -4.963
C 5.130 1.849 -5.832
C 4.529 2.358 -1.559
H 3.338 0.826 -5.349
H 4.865 -0.026 -4.792
H 6.138 2.043 -5.591
H 4.635 2.772 -5.834
H 5.068 1.378 -6.823
H 3.674 1.904 -1.053
H 4.337 3.470 -1.834
H 5.354 2.500 -0.854
O 7.139 -3.534 -4.444
C 6.919 -2.419 -4.729
O 5.916 -2.033 -5.566
C 5.180 -3.149 -6.044
C 4.000 -2.612 -6.806
C 7.677 -1.198 -4.295
H 4.883 -3.805 -5.214
H 5.834 -3.659 -6.741
H 4.291 -2.053 -7.720
H 3.381 -1.991 -6.161
H 3.433 -3.474 -7.107
H 7.267 -0.756 -3.385
H 7.380 -0.418 -5.077
H 8.695 -1.494 -4.185
O 2.818 -5.081 -1.898
C 2.382 -3.991 -2.214
O 1.573 -3.804 -3.335
C 1.325 -5.063 -4.021
C 0.122 -5.665 -3.356
C 2.469 -2.709 -1.465
H 2.179 -5.674 -3.958
H 1.083 -4.808 -5.034
H -0.127 -6.611 -3.803
H -0.696 -4.918 -3.247
H 0.396 -5.980 -2.317
H 1.498 -2.377 -1.109
H 2.952 -1.855 -2.021
H 3.055 -2.881 -0.547
O 9.001 4.696 -1.677
C 9.758 3.767 -1.502
O 10.299 3.419 -0.280
C 9.820 4.183 0.798
C 9.273 3.196 1.785
C 10.011 2.645 -2.476
H 9.082 4.897 0.455
H 10.575 4.806 1.191
H 8.711 3.680 2.674
H 10.031 2.548 2.242
H 8.495 2.583 1.292
H 11.007 2.730 -2.947
H 9.243 2.744 -3.254
H 9.860 1.716 -1.946
O -3.898 -5.887 -2.441
C -3.416 -4.838 -2.756
O -2.465 -4.227 -1.984
C -2.232 -4.806 -0.677
C -3.446 -4.574 0.227
C -3.533 -4.216 -4.132
H -1.247 -4.363 -0.426
H -2.090 -5.872 -0.836
H -3.893 -3.559 0.120
H -3.334 -4.996 1.260
H -4.149 -5.296 -0.166
H -4.551 -4.394 -4.592
H -2.784 -4.779 -4.731
H -3.294 -3.131 -4.141
O 3.896 5.341 0.087
C 4.637 4.962 0.884
O 4.346 4.170 1.998
C 2.909 3.929 2.198
C 2.339 2.865 1.375
C 6.119 4.984 0.842
H 2.304 4.864 2.079
H 2.880 3.741 3.285
H 1.291 3.031 1.299
H 2.561 1.796 1.703
H 2.749 3.011 0.341
H 6.430 5.904 0.346
H 6.509 4.104 0.360
H 6.550 5.037 1.854
O -8.718 -0.477 0.930
C -9.404 -1.392 0.577
O -8.970 -2.696 0.602
C -7.714 -2.908 1.249
C -6.429 -2.611 0.368
C -10.765 -1.289 -0.060
H -7.744 -3.935 1.591
H -7.685 -2.281 2.171
H -5.598 -2.152 0.959
H -6.769 -1.912 -0.449
H -6.130 -3.561 -0.016
H -11.409 -2.147 0.099
H -10.571 -1.389 -1.141
H -11.259 -0.348 0.188
C -1.231 -1.182 2.198
C -0.870 -0.674 0.783
C -1.019 0.825 0.476
O 0.138 1.041 -0.325
C 1.097 0.179 -0.131
O 2.223 0.174 -0.557
O 0.546 -0.817 0.541
H -0.594 -0.862 3.014
H -1.140 -2.282 2.195
H -2.273 -0.800 2.334
H -1.431 -1.329 0.097
H -1.016 1.340 1.417
H -1.941 1.162 -0.036
C -3.499 0.981 -7.716
C -2.400 0.248 -7.016
C -1.795 -0.906 -7.948
O -0.390 -0.835 -7.744
C -0.073 0.312 -7.172
O 1.046 0.534 -6.812
O -1.159 1.065 -6.756
H -4.233 0.286 -8.029
H -3.010 1.449 -8.580
H -3.914 1.687 -7.066
H -2.740 -0.126 -6.064
H -2.003 -0.694 -9.023
H -2.142 -1.930 -7.594
C -3.491 -1.972 6.343
C -3.210 -2.246 4.844
C -2.908 -3.678 4.475
O -4.226 -4.210 4.518
C -5.041 -3.278 4.029
O -6.084 -3.487 3.470
O -4.429 -2.071 4.094
H -3.711 -0.894 6.456
H -2.540 -2.121 6.939
H -4.262 -2.689 6.702
H -2.485 -1.543 4.501
H -2.196 -4.207 5.122
H -2.521 -3.832 3.482
C -0.165 0.854 8.766
C 0.680 0.098 7.827
C 0.062 -1.104 7.208
O -0.337 -0.724 5.889
C 0.336 0.360 5.579
O 0.342 0.820 4.472
O 1.015 0.871 6.648
H -0.331 0.141 9.587
H -1.140 1.062 8.220
H 0.344 1.819 8.964
H 1.573 -0.227 8.413
H -0.779 -1.548 7.764
H 0.753 -1.932 7.021
C -6.580 1.363 3.927
C -6.175 1.069 2.507
C -6.675 2.026 1.445
O -5.532 2.847 1.120
C -4.436 2.370 1.742
O -3.307 2.796 1.587
O -4.748 1.225 2.393
H -7.669 1.495 3.922
H -6.174 2.289 4.276
H -6.309 0.566 4.663
H -6.536 0.087 2.207
H -7.480 2.700 1.825
H -6.919 1.543 0.508
C -2.523 6.227 1.118
C -2.519 5.743 -0.312
C -3.862 5.392 -0.891
O -3.644 5.614 -2.292
C -2.649 6.560 -2.390
O -2.150 6.835 -3.458
O -2.263 6.974 -1.128
H -1.388 6.426 1.301
H -2.881 5.468 1.832
H -3.072 7.197 1.285
H -1.770 4.973 -0.466
H -4.668 5.964 -0.414
H -4.103 4.336 -0.760
C -7.479 2.349 -2.068
C -7.110 2.322 -3.601
C -5.647 2.803 -3.844
O -5.190 1.884 -4.851
C -6.015 0.755 -4.831
O -5.759 -0.194 -5.472
O -7.064 0.958 -3.966
H -8.335 1.720 -1.875
H -7.833 3.294 -1.782
H -6.636 2.029 -1.492
H -7.847 2.845 -4.255
H -4.929 2.768 -3.016
H -5.657 3.800 -4.296
*
```